Density functional theory data (wB97M-V/def2-TZVPD) for C2H2F3IO in the gas phase.

Structure (XYZ):
```
9
C2H2F3IO | OMol25 | wB97M-V/def2-TZVPD
C 0.028 -0.640 -0.186
C -0.174 0.890 -0.171
O 0.673 -1.093 0.945
F -0.998 1.291 -1.165
F -0.746 1.239 1.041
F 1.016 1.402 -0.253
I -2.013 -1.541 -0.147
H 0.646 -0.827 -1.158
H 1.567 -0.722 1.094
```

Its total charge is 0. The calculation puts the HOMO energy at -0.3630 Ha. Its orbital gap is 9.88 eV. The spin multiplicity is 1. Its SMILES is O[C@@H](I)C(F)(F)F.


Density functional theory data (wB97M-V/def2-TZVPD) for a gas-phase ion, C9H9N2O4 (charge -1).

Structure (XYZ):
```
24
C9H9N2O4 | OMol25 | wB97M-V/def2-TZVPD
C 3.505 0.094 0.658
C 2.978 -1.159 0.849
C 2.634 1.123 0.253
C 1.704 -1.455 0.644
C 1.324 0.821 -0.020
C 0.750 -0.496 0.213
C -2.008 1.101 0.886
C -1.771 0.700 -1.792
C -1.715 -0.046 -0.460
N -0.465 -0.913 -0.193
N -2.839 -0.844 -0.274
O -1.478 0.649 1.868
O -2.619 2.093 0.540
O -3.858 -0.521 -0.962
O -2.851 -1.768 0.517
H 4.503 0.476 1.052
H 3.604 -1.985 1.232
H 2.865 2.176 0.283
H 1.341 -2.499 1.003
H 0.664 1.558 -0.125
H -1.976 1.848 -1.718
H -2.620 0.333 -2.444
H -0.920 0.470 -2.302
H -0.752 -1.761 0.291
```

Its total charge is -1. The calculation puts the HOMO energy at -0.1622 Ha. Its orbital gap is 7.87 eV. The spin multiplicity is 1. Its SMILES is C[C@@](Nc1ccccc1)(C(=O)[O-])[N+](=O)[O-].


Density functional theory data (wB97M-V/def2-TZVPD) for 2 unconnected molecules or ions with the total composition C2H8NO.

Structure (XYZ):
```
12
C2H8NO | OMol25 | wB97M-V/def2-TZVPD
O 1.143 -1.532 -1.726
H 1.281 -2.472 -1.667
H 1.852 -1.567 -2.422
H -1.877 0.845 1.699
C -1.210 1.493 1.165
C -0.326 0.811 0.242
N 0.094 -0.375 0.602
H -1.976 2.170 0.564
H -0.710 2.138 1.948
H -0.027 1.331 -0.598
H 0.350 -0.380 1.632
H 0.523 -1.010 -0.006
```

Its total charge is +1. The calculation puts the HOMO energy at -0.5962 Ha. Its orbital gap is 10.67 eV. The spin multiplicity is 1.


Density functional theory data (wB97M-V/def2-TZVPD) for CH4N2O2 in the gas phase.

Structure (XYZ):
```
9
CH4N2O2 | OMol25 | wB97M-V/def2-TZVPD
C 0.758 0.871 -0.552
N -0.126 0.514 0.539
O -0.054 -0.849 0.821
N -1.222 -1.518 0.491
O -1.228 -2.661 0.823
H -1.102 0.724 0.318
H 0.708 1.950 -0.670
H 0.495 0.383 -1.498
H 1.771 0.586 -0.272
```

Its total charge is 0. The calculation puts the HOMO energy at -0.3548 Ha. Its orbital gap is 9.85 eV. The spin multiplicity is 1. Its SMILES is CNON=O.


Density functional theory data (wB97M-V/def2-TZVPD) for 7 unconnected molecules or ions with the total composition C50H96ClIN3O18PS2.

Structure (XYZ):
```
172
C50H96ClIN3O18PS2 | OMol25 | wB97M-V/def2-TZVPD
C 6.262 2.644 2.010
C 4.949 2.874 1.277
N 4.869 4.159 0.526
C 4.118 5.183 1.272
C 4.741 5.487 2.637
C 4.467 3.983 -0.782
S 5.282 3.014 -1.818
S 3.035 4.883 -1.376
C 2.236 3.617 -2.377
C 1.572 2.432 -1.644
C 1.520 2.537 -0.122
C 0.610 1.514 0.495
N 1.168 0.476 1.046
C 0.365 -0.451 1.640
C 0.955 -1.588 2.257
C 2.449 -1.744 2.236
C 2.961 -3.033 1.568
C 3.688 -2.792 0.261
O 4.730 -1.822 0.466
C 5.078 -1.128 -0.670
C 4.089 -0.086 -1.111
O 6.121 -1.334 -1.223
C 0.112 -2.487 2.872
P 0.667 -3.919 3.788
O 1.980 -3.769 4.430
O -0.511 -4.170 4.851
O 0.534 -5.174 2.822
C -1.294 -2.294 2.857
C -1.858 -1.213 2.272
C -3.347 -1.009 2.300
C -3.992 -1.592 1.065
O -3.737 -2.638 0.576
I -5.518 -0.320 0.176
C -1.028 -0.265 1.645
N -1.608 0.810 1.042
C -0.816 1.676 0.484
C -1.468 2.886 -0.125
C -1.796 3.933 0.944
C -2.213 5.241 0.291
Cl -2.026 6.620 1.418
H 6.325 3.182 2.950
H 6.327 1.582 2.250
H 7.106 2.876 1.366
H 4.799 2.042 0.595
H 4.118 2.862 1.987
H 3.089 4.846 1.426
H 4.086 6.108 0.703
H 5.802 5.256 2.642
H 4.264 4.903 3.422
H 4.602 6.530 2.902
H 1.513 4.161 -2.982
H 2.990 3.232 -3.060
H 2.123 1.531 -1.908
H 0.579 2.294 -2.073
H 1.185 3.523 0.201
H 2.515 2.332 0.265
H 2.907 -0.873 1.782
H 2.783 -1.756 3.274
H 2.126 -3.707 1.368
H 3.609 -3.572 2.255
H 2.978 -2.427 -0.484
H 4.145 -3.714 -0.097
H 4.586 0.615 -1.774
H 3.633 0.411 -0.258
H 3.297 -0.574 -1.680
H -0.581 -3.352 5.365
H 0.681 -5.986 3.327
H -1.917 -3.020 3.356
H -3.586 0.049 2.343
H -3.780 -1.473 3.187
H -0.870 3.332 -0.916
H -2.387 2.530 -0.592
H -2.590 3.591 1.602
H -0.890 4.136 1.518
H -3.252 5.234 -0.025
H -1.596 5.474 -0.572
C 6.003 -0.323 -7.944
O 6.374 1.042 -7.964
C 5.276 1.931 -7.848
C 5.138 2.479 -6.446
O 4.799 1.468 -5.514
C 5.901 1.014 -4.745
H 6.914 -0.907 -7.824
H 5.328 -0.545 -7.114
H 5.523 -0.609 -8.886
H 4.347 1.437 -8.151
H 5.457 2.763 -8.536
H 4.329 3.217 -6.436
H 6.060 2.986 -6.147
H 6.182 1.768 -4.005
H 6.765 0.780 -5.372
H 5.589 0.110 -4.224
C -3.741 -3.090 8.769
O -4.697 -2.201 8.221
C -4.126 -1.115 7.513
C -4.174 -1.332 6.018
O -3.354 -2.418 5.613
C -4.085 -3.611 5.359
H -4.274 -3.980 9.098
H -2.989 -3.381 8.031
H -3.243 -2.639 9.634
H -3.094 -0.944 7.835
H -4.709 -0.222 7.758
H -3.796 -0.432 5.521
H -5.208 -1.490 5.693
H -4.632 -3.529 4.414
H -4.787 -3.835 6.164
H -3.369 -4.427 5.278
C 0.951 10.076 5.206
O 0.163 8.997 5.674
C 0.130 7.891 4.788
C 1.056 6.784 5.237
O 2.418 7.175 5.175
C 2.965 7.531 6.432
H 1.082 10.769 6.035
H 1.934 9.740 4.866
H 0.446 10.598 4.387
H 0.383 8.204 3.770
H -0.896 7.511 4.779
H 0.932 5.929 4.564
H 0.794 6.460 6.249
H 3.132 6.641 7.048
H 2.317 8.226 6.970
H 3.924 8.013 6.246
C -7.323 -5.053 3.212
O -6.537 -5.810 4.116
C -7.213 -6.116 5.326
C -7.732 -7.536 5.338
O -8.747 -7.736 4.370
C -8.294 -8.387 3.198
H -6.810 -5.055 2.252
H -8.318 -5.485 3.084
H -7.422 -4.018 3.558
H -8.034 -5.413 5.496
H -6.493 -5.999 6.142
H -8.170 -7.742 6.319
H -6.907 -8.239 5.183
H -8.113 -9.450 3.390
H -7.380 -7.930 2.810
H -9.080 -8.296 2.450
C -3.525 0.080 -5.604
O -3.674 -1.325 -5.639
C -2.440 -2.025 -5.713
C -2.027 -2.578 -4.369
O -1.729 -1.547 -3.440
C -2.774 -1.301 -2.515
H -4.491 0.505 -5.336
H -2.783 0.388 -4.862
H -3.231 0.465 -6.587
H -1.654 -1.379 -6.115
H -2.578 -2.856 -6.411
H -1.117 -3.172 -4.499
H -2.808 -3.236 -3.976
H -2.836 -2.103 -1.774
H -3.740 -1.196 -3.015
H -2.541 -0.367 -2.003
C 0.790 -3.089 -8.151
O -0.535 -3.087 -8.651
C -0.723 -2.203 -9.745
C -0.738 -2.937 -11.066
O 0.521 -3.515 -11.365
C 0.583 -4.905 -11.106
H 0.883 -3.936 -7.473
H 1.523 -3.196 -8.954
H 0.997 -2.168 -7.594
H 0.051 -1.430 -9.751
H -1.691 -1.712 -9.603
H -0.966 -2.221 -11.862
H -1.523 -3.700 -11.064
H 0.021 -5.465 -11.861
H 0.195 -5.148 -10.114
H 1.629 -5.200 -11.159
```

Its total charge is 0. The calculation puts the HOMO energy at -0.3134 Ha. Its orbital gap is 7.81 eV. The spin multiplicity is 1. Its SMILES is CCN(CC)C(=S)SCCCc1nc2c(CCCOC(C)=O)c(P(=O)(O)O)cc(CC(=O)I)c2nc1CCCCl.COCCOC.COCCOC.COCCOC.COCCOC.COCCOC.COCCOC.


Density functional theory data (wB97M-V/def2-TZVPD) for a molecular structure, C33H33AsF6IMoN4OPS.

Structure (XYZ):
```
82
C33H33AsF6IMoN4OPS | OMol25 | wB97M-V/def2-TZVPD
Mo 0.139 0.818 -0.886
N -0.017 -0.251 1.069
N 0.846 0.128 2.124
C 1.822 1.009 1.882
N 2.731 1.187 2.831
S 1.925 1.869 0.411
H -0.967 -0.244 1.438
H 0.220 -1.224 0.840
H 1.045 -0.613 2.793
H 2.856 0.481 3.544
H 3.516 1.782 2.625
I -2.395 -0.254 -1.526
C -3.252 -0.168 0.384
C -3.678 -1.372 0.875
C -4.538 -1.424 1.990
C -5.017 -0.261 2.506
C -4.586 0.997 2.013
C -5.155 2.178 2.545
C -4.753 3.402 2.106
C -3.672 3.485 1.214
C -3.071 2.375 0.667
P -1.341 2.699 0.080
C -0.748 3.376 1.687
C -0.951 2.579 2.815
C -0.539 2.997 4.069
C 0.078 4.232 4.219
C 0.260 5.043 3.111
C -0.152 4.621 1.852
C -1.473 4.145 -1.020
C -0.296 4.826 -1.344
C -0.316 5.878 -2.244
C -1.508 6.248 -2.854
C -2.673 5.557 -2.564
C -2.658 4.509 -1.651
C -3.603 1.080 0.985
H -3.397 -2.291 0.377
H -4.854 -2.382 2.378
H -5.744 -0.273 3.308
H -5.921 2.084 3.305
H -5.199 4.307 2.495
H -3.252 4.464 1.018
H -1.469 1.630 2.727
H -0.711 2.365 4.930
H 0.397 4.566 5.197
H 0.719 6.017 3.220
H -0.014 5.285 1.012
H 0.648 4.515 -0.907
H 0.601 6.403 -2.478
H -1.524 7.067 -3.561
H -3.602 5.832 -3.046
H -3.576 3.976 -1.439
C 1.793 1.147 -2.282
C 0.671 0.969 -3.172
C -0.270 2.022 -3.134
C -1.455 1.928 -3.911
C -1.694 0.826 -4.678
C -0.745 -0.228 -4.727
C 0.400 -0.170 -3.993
H 0.041 2.993 -2.785
H -2.148 2.759 -3.914
H -2.589 0.767 -5.285
H -0.928 -1.079 -5.370
H 1.130 -0.965 -4.062
C 4.137 -1.919 -2.188
N 2.889 -1.171 -2.066
C 3.023 0.270 -2.286
C 1.831 -1.760 -1.560
O 0.751 -1.202 -1.267
H 4.858 -1.540 -1.464
H 4.536 -1.809 -3.196
H 3.958 -2.969 -1.974
H 3.532 0.381 -3.250
H 3.708 0.644 -1.520
H 2.126 2.184 -2.228
H 1.921 -2.834 -1.401
F 3.098 -1.277 0.920
As 2.955 -2.746 1.878
F 4.627 -2.681 2.224
F 3.201 -3.667 0.434
F 2.715 -4.144 2.823
F 1.220 -2.688 1.524
F 2.606 -1.721 3.282
```

Its total charge is +1. The calculation puts the HOMO energy (spin up / spin down) at -0.3760 / -0.3619 Ha. Its orbital gap (spin up / spin down) is 7.27 / 6.81 eV. Its expectation value of S² is 0.761. The spin multiplicity is 2.


Density functional theory data (wB97M-V/def2-TZVPD) for a molecular structure, C6H8O2.

Structure (XYZ):
```
16
C6H8O2 | OMol25 | wB97M-V/def2-TZVPD
C -1.018 -1.357 0.076
C 0.083 -1.010 -1.439
C -0.318 0.113 -0.446
C 1.069 0.321 0.213
C -1.123 1.254 -0.599
C 1.430 1.424 0.868
O 0.061 -2.116 -0.660
O -0.966 -1.540 1.433
H -0.134 -1.185 1.780
H -1.999 -1.638 -0.293
H 0.807 -0.982 -2.251
H 1.782 -0.502 0.193
H -2.123 1.257 -0.187
H -0.735 2.195 -0.963
H 2.430 1.505 1.280
H 0.754 2.260 0.997
```

Its total charge is 0. The calculation puts the HOMO energy (spin up / spin down) at -0.3082 / -0.2652 Ha. Its orbital gap (spin up / spin down) is 9.05 / 6.95 eV. The spin multiplicity is 1.


Density functional theory data (wB97M-V/def2-TZVPD) for a molecular structure, C29H66BaN17.

Structure (XYZ):
```
113
C29H66BaN17 | OMol25 | wB97M-V/def2-TZVPD
Ba 0.034 -0.383 0.530
C -2.105 -2.961 -1.766
N -1.025 -3.177 -2.707
C -0.957 -4.516 -3.262
C -0.082 -2.225 -2.937
N 0.080 -1.249 -2.091
C 0.805 -0.058 -2.546
C 2.154 0.127 -1.825
N 1.939 0.496 -0.417
C 2.717 -0.319 0.537
C 2.425 -1.838 0.520
N 1.381 -2.254 1.454
C 1.480 -3.443 1.982
N 0.732 -3.807 3.058
C 0.058 -5.103 3.069
C 0.180 -2.803 3.945
N 2.387 -4.387 1.536
C 3.018 -5.328 2.447
C 2.393 -4.793 0.141
C 2.147 1.920 -0.068
C 1.744 2.968 -1.101
N 0.345 3.055 -1.442
C -0.100 4.104 -2.045
N -1.503 4.195 -2.298
C -2.266 4.350 -1.072
C -1.957 3.089 -3.129
N 0.578 5.203 -2.498
C 1.955 5.218 -2.969
C -0.122 6.440 -2.826
N 0.629 -2.386 -4.118
C 2.070 -2.320 -4.161
C -0.053 -2.520 -5.390
H -3.016 -3.413 -2.162
H -2.261 -1.896 -1.622
H -1.891 -3.408 -0.793
H -1.818 -4.717 -3.904
H -0.964 -5.249 -2.451
H -0.048 -4.645 -3.840
H 0.191 0.817 -2.313
H 0.965 -0.055 -3.628
H 2.756 0.874 -2.350
H 2.722 -0.799 -1.875
H 2.521 0.063 1.545
H 3.785 -0.171 0.346
H 3.362 -2.352 0.747
H 2.146 -2.135 -0.499
H 0.476 -5.751 2.304
H -1.008 -4.986 2.878
H 0.173 -5.586 4.040
H 0.983 -2.149 4.283
H -0.227 -3.312 4.818
H -0.613 -2.209 3.484
H 2.922 -4.976 3.470
H 4.078 -5.403 2.199
H 2.583 -6.329 2.376
H 1.685 -4.196 -0.431
H 2.087 -5.841 0.059
H 3.386 -4.694 -0.307
H 3.222 2.091 0.092
H 1.637 2.107 0.894
H 2.338 2.762 -1.992
H 2.117 3.923 -0.706
H -1.894 5.212 -0.513
H -2.208 3.461 -0.441
H -3.310 4.541 -1.329
H -1.364 3.053 -4.044
H -2.997 3.264 -3.408
H -1.875 2.123 -2.623
H 2.358 4.223 -3.074
H 2.605 5.806 -2.316
H 1.971 5.678 -3.960
H -0.272 6.533 -3.905
H 0.491 7.279 -2.490
H -1.087 6.487 -2.340
H 2.474 -2.403 -3.154
H 2.451 -1.399 -4.617
H 2.456 -3.162 -4.743
H -1.123 -2.632 -5.227
H 0.308 -3.392 -5.943
H 0.106 -1.634 -6.012
N 1.108 0.604 3.392
C 0.414 1.662 4.146
C -1.094 1.458 4.093
N -1.727 1.974 2.874
C -1.971 3.415 3.007
C -0.761 4.344 2.918
N 0.176 3.948 1.863
C -3.011 1.287 2.664
C -3.674 1.533 1.316
N -2.915 0.958 0.199
H 0.970 -0.296 3.835
H 2.102 0.802 3.446
H 0.667 2.602 3.666
H 0.748 1.699 5.187
H -1.562 1.912 4.980
H -1.291 0.382 4.151
H -2.483 3.617 3.962
H -2.657 3.710 2.216
H -0.238 4.387 3.877
H -1.165 5.348 2.750
H 0.603 4.763 1.440
H -0.307 3.443 1.128
H -3.734 1.560 3.450
H -2.825 0.215 2.754
H -3.793 2.599 1.131
H -4.688 1.123 1.390
H -3.363 1.202 -0.674
H -2.937 -0.052 0.270
N -3.460 -5.078 3.733
C -3.476 -4.260 2.914
N -3.544 -3.353 1.965
C -2.656 -2.517 1.636
N -1.916 -1.684 1.248
```

Its total charge is +1. The calculation puts the HOMO energy at -0.3835 Ha. Its orbital gap is 8.48 eV. The spin multiplicity is 1.


E_tot values (in eV) by entry order: -20406.6237 -20647.1810 -5733.2873 -8172.5956 -146310.7594 -149988.4921 -10440.4412 -57163.2928.
Energy above the lowest of the compared OMol25 structures with the same formula, charge and spin values (in eV) by entry order: 0.270 0.353 1.597 4.090 0.000 0.000 6.285 3.085.
Maximum force values (in eV/A) by entry order: 3.5 4.8 3.7 2.1 1.5 0.1 5.6 5.0.